(1)
This record from OMol25 describes a structure of composition C28H30MoN7O4S. The level of theory is ωB97M-V/def2-TZVPD.

Geometry as XYZ:
```
71
Properties=species:S:1:pos:R:3:forces:R:3:lowdin_charge:R:1
Mo -0.20804 0.86785 0.05809 -0.24 -0.12 0.27 1.71
O -4.79343 -1.69179 1.99611 -0.20 -0.11 0.10 0.13
C -3.84472 -1.79344 2.92114 -0.07 -0.07 0.09 -0.23
C -4.18878 -2.41683 4.12527 0.06 0.07 -0.09 0.03
C -3.24923 -2.55618 5.11776 -0.07 0.02 -0.08 0.00
C -1.93374 -2.08598 4.95270 0.11 0.09 -0.12 -0.04
C -1.57954 -1.47042 3.78513 0.03 -0.06 0.16 -0.01
C -2.52562 -1.30524 2.74491 -0.15 0.01 -0.28 -0.08
C -2.16891 -0.65162 1.53362 0.09 -0.13 0.11 -0.31
O -0.90590 -0.13195 1.44783 0.42 0.06 -0.20 -0.25
N -2.88470 -0.47492 0.46884 -0.14 -0.13 0.25 0.08
N -2.21350 0.30054 -0.44946 0.13 -0.02 -0.08 -0.10
C -2.98622 0.67416 -1.45214 0.06 0.01 -0.01 0.02
C -2.62285 1.55457 -2.48902 0.26 0.21 -0.12 -0.12
C -3.53558 1.94962 -3.48645 0.13 0.00 0.07 0.03
C -3.14139 2.87226 -4.42870 -0.11 -0.04 -0.02 0.00
C -1.85327 3.42030 -4.40210 0.18 -0.01 0.11 0.02
C -0.92231 3.05735 -3.43851 -0.29 -0.16 0.06 0.05
C -1.32480 2.11849 -2.49496 -0.23 0.06 -0.17 -0.25
O -0.49047 1.70454 -1.54086 0.28 0.10 -0.12 -0.31
H -4.48706 -1.24269 1.19663 0.09 0.06 -0.06 0.08
H -5.19976 -2.77622 4.24634 -0.05 -0.01 -0.01 0.14
H -3.52946 -3.03796 6.04477 0.00 -0.01 0.01 0.13
H -1.21512 -2.21429 5.74831 0.03 0.01 0.00 0.12
H -0.57185 -1.11142 3.63530 0.04 0.01 0.02 0.11
H -4.00002 0.28462 -1.43686 0.01 -0.01 0.04 0.16
H -4.53576 1.53828 -3.50083 -0.03 -0.02 0.02 0.14
H -3.83409 3.18819 -5.19564 -0.02 0.00 -0.01 0.14
H -1.57810 4.15034 -5.15068 0.03 0.03 -0.02 0.14
H 0.06618 3.49012 -3.40597 0.06 0.00 0.02 0.13
C 3.96863 2.31231 3.82062 0.07 0.04 0.01 0.02
N 3.03827 1.51928 3.02822 -0.16 0.01 -0.11 -0.07
C 2.97105 0.07578 3.05152 0.07 -0.13 -0.06 0.01
C 1.96402 -0.20034 1.95883 -0.03 -0.32 0.07 -0.44
O 1.60452 -1.28278 1.56086 -0.05 0.20 0.12 0.08
N 1.49473 1.01923 1.46857 -0.20 -0.03 -0.31 -0.01
C 2.24820 1.99271 2.07344 0.17 0.35 0.11 -0.37
N 2.25604 3.27299 1.73410 0.14 -0.26 0.21 0.24
H 4.40605 1.66815 4.57866 0.00 0.02 -0.01 0.11
H 3.44036 3.11908 4.32946 0.03 0.00 -0.01 0.11
H 4.77145 2.71091 3.19742 0.00 0.02 0.03 0.11
H 2.63177 -0.32327 4.01050 0.00 0.03 -0.04 0.16
H 3.93593 -0.37315 2.80016 -0.05 -0.03 0.05 0.16
H 1.72483 3.63706 0.95827 0.36 -0.01 0.11 0.02
H 2.87004 3.91726 2.20758 0.02 -0.02 0.02 0.14
S -0.81076 2.93777 1.09092 -0.20 0.24 0.11 0.79
C 0.05296 3.96477 0.07336 -0.61 -0.14 -0.16 -0.74
N 0.73258 4.57408 -0.63002 0.13 0.20 -0.18 0.17
C 1.05494 -3.83229 -3.09945 0.06 -0.03 0.04 0.03
N 0.13387 -3.16474 -2.12714 0.02 0.09 0.19 -0.16
C -0.82158 -2.27191 -2.83370 -0.02 0.06 -0.06 0.02
C 0.81152 -2.46596 -0.94548 0.07 -0.07 0.05 -0.07
C 1.71961 -1.31383 -1.30424 0.08 0.03 -0.13 -0.23
C 2.96456 -1.59139 -1.88916 -0.29 -0.02 0.04 -0.02
C 3.84656 -0.58973 -2.24306 0.06 -0.02 -0.02 -0.02
C 3.51973 0.73711 -2.00786 -0.06 0.12 0.02 -0.02
C 2.32004 1.04487 -1.38529 0.12 -0.15 -0.03 -0.10
C 1.43893 0.02826 -1.02362 -0.20 -0.02 0.00 -0.19
H 0.45011 -4.41170 -3.79325 0.01 0.01 0.01 0.12
H 1.72536 -4.49220 -2.55537 0.03 -0.01 -0.01 0.12
H 1.61060 -3.07117 -3.63581 0.02 0.02 -0.04 0.11
H -0.41065 -3.91617 -1.69884 -0.02 0.02 0.00 0.19
H -0.26801 -1.41739 -3.21990 -0.02 -0.01 0.01 0.11
H -1.58767 -1.95669 -2.12868 0.00 0.03 -0.01 0.09
H -1.27682 -2.81915 -3.65587 -0.01 0.01 0.02 0.12
H 1.36850 -3.24527 -0.42459 0.02 0.05 -0.01 0.15
H 0.00198 -2.15678 -0.28387 0.00 -0.01 -0.02 0.11
H 3.25247 -2.61983 -2.05368 0.03 -0.07 0.02 0.12
H 4.79625 -0.84449 -2.69167 0.03 0.00 -0.01 0.13
H 4.20269 1.52806 -2.28612 0.00 0.02 -0.01 0.13
H 2.10440 2.09029 -1.17639 -0.03 -0.04 0.00 0.09
```
Positions in Å, forces in eV/Å.

Computed properties:
Energy above the lowest of the compared OMol25 structures with the same formula, charge and spin: 0.930 eV
F_max: 0.65 eV/Å
Gap between HOMO and LUMO (alpha / beta): 4.60 / 4.61 eV
Molar mass: 656.60 g/mol
Total charge: +3
Spin multiplicity: 1
Calculated total energy: -2234.687370 a.u.


(2)
This record from OMol25 describes a cluster of 2 separate species, C28H30N2O3S in total at a distorted geometry. The level of theory is ωB97M-V/def2-TZVPD.

Geometry as XYZ:
```
64
Properties=species:S:1:pos:R:3:forces:R:3:lowdin_charge:R:1
C 1.33876 4.39157 1.56804 -0.31 0.30 0.05 -0.01
N 1.04470 2.98082 1.47509 0.45 -0.39 -0.08 -0.04
C 2.01969 2.06499 1.19357 0.82 0.56 -0.13 -0.36
O 3.19890 2.33290 0.97686 -1.55 -0.56 0.29 0.09
C 1.35842 0.68257 1.20342 0.43 0.28 -0.71 -0.15
C 1.95386 -0.25926 2.24317 0.00 -0.15 0.40 -0.08
C 3.43333 -0.51470 2.03839 -0.06 -0.12 -0.07 -0.23
C 4.34125 -0.22216 3.05955 0.07 0.11 -0.41 -0.04
C 5.71318 -0.36448 2.83230 -0.27 -0.14 -0.18 -0.07
C 6.16991 -0.84473 1.59865 -0.18 0.04 0.20 -0.09
C 5.25637 -1.18930 0.59925 -0.35 0.04 0.09 -0.07
C 3.88308 -1.03294 0.81905 0.44 0.22 0.35 -0.04
N -0.05508 1.01471 1.45862 -0.74 -1.56 0.25 0.04
C -0.98511 0.05225 1.57227 0.60 0.28 -0.53 0.02
C -2.34764 0.26276 1.74814 -0.81 0.19 0.22 -0.06
C -3.33475 -0.71949 1.61514 0.82 1.15 -1.30 0.05
C -4.73693 -0.37958 1.70687 -1.33 0.39 0.30 -0.18
C -5.74692 -1.31237 1.34835 0.59 -0.17 -0.04 -0.02
C -7.09633 -1.04406 1.51067 -0.18 0.47 0.05 -0.06
C -7.51953 0.24529 1.85506 0.41 -0.29 -0.32 -0.06
C -6.55360 1.23051 2.10244 0.15 -0.15 0.23 -0.08
C -5.19934 0.90210 2.13703 0.12 -0.24 -0.20 -0.02
C -0.30579 2.44766 1.61702 -0.07 0.95 0.21 -0.47
C -0.84984 2.81536 3.01100 0.18 -0.15 0.10 0.01
C -1.20890 3.02218 0.51192 0.14 -0.07 -0.18 0.01
H 2.41989 4.52249 1.49376 -0.19 -0.09 -0.01 0.10
H 0.84295 4.95023 0.76246 0.19 -0.09 0.12 0.10
H 0.98357 4.79112 2.52654 0.18 -0.05 -0.18 0.09
H 1.49009 0.24376 0.19174 -0.25 0.27 0.47 0.17
H 1.78506 0.19007 3.23210 0.03 -0.21 -0.13 0.13
H 1.39721 -1.20616 2.20068 0.11 0.16 0.13 0.13
H 3.95589 0.15515 4.01199 0.26 -0.10 -0.31 0.11
H 6.41409 -0.09031 3.61938 -0.09 -0.13 -0.21 0.10
H 7.24009 -0.96075 1.42533 -0.29 0.05 0.02 0.10
H 5.59956 -1.56954 -0.36274 0.00 0.07 0.27 0.10
H 3.15293 -1.28062 0.04541 0.33 0.00 0.12 0.11
H -0.62750 -0.97348 1.47249 -0.08 0.12 0.04 0.14
H -2.65152 1.29682 1.90263 -0.10 -0.60 0.11 0.06
H -3.03161 -1.66802 1.16331 -0.34 0.11 0.72 0.11
H -5.46013 -2.28919 0.97198 0.11 0.20 0.26 0.10
H -7.81120 -1.85414 1.36304 0.14 0.33 -0.13 0.11
H -8.58564 0.48123 1.88474 0.37 -0.02 0.09 0.11
H -6.86558 2.25444 2.30391 0.09 -0.27 0.14 0.10
H -4.49241 1.65650 2.50140 -0.32 -0.27 -0.29 0.10
H -0.11064 2.54817 3.78153 -0.25 0.09 -0.23 0.11
H -1.03453 3.89799 3.04117 0.04 -0.35 0.08 0.09
H -1.78455 2.29505 3.23245 0.21 0.22 0.04 0.07
H -0.66747 2.99661 -0.44306 -0.20 0.02 0.18 0.10
H -2.13289 2.44900 0.40415 0.15 0.19 -0.01 0.08
H -1.46595 4.06237 0.75548 0.08 -0.31 -0.14 0.09
C -2.25797 -7.63174 0.86675 -0.19 0.05 -0.04 -0.11
C -3.16918 -7.60581 1.93562 0.18 0.29 -0.01 -0.09
C -3.34102 -6.42273 2.66587 0.22 -0.49 -0.45 -0.10
C -2.61840 -5.29558 2.29728 -0.29 0.78 0.14 -0.33
S -3.13137 -3.65893 3.03131 0.39 -2.92 2.99 0.69
O -1.96090 -2.83741 2.68420 1.10 1.59 -1.27 -0.56
O -4.39085 -3.45434 2.30737 -0.74 0.64 -1.36 -0.52
C -1.68254 -5.31579 1.27761 0.02 -0.73 -0.46 -0.10
C -1.51685 -6.49099 0.53053 -0.25 -0.02 0.39 -0.10
H -2.15386 -8.54465 0.27409 0.00 0.29 0.19 0.09
H -3.77573 -8.48516 2.17761 0.35 0.26 -0.09 0.10
H -4.03845 -6.37986 3.50393 0.07 0.07 -0.28 0.10
H -1.09669 -4.43188 1.03002 -0.28 -0.03 0.16 0.09
H -0.83884 -6.49544 -0.32560 -0.12 -0.13 0.29 0.09
```
Positions in Å, forces in eV/Å.

Computed properties:
F_max: 4.19 eV/Å
Gap between HOMO and LUMO: 4.67 eV
Molar mass: 474.63 g/mol
Spin multiplicity: 1
Calculated total energy: -1818.302267 a.u.


(3)
This record from OMol25 describes a structure of composition C28H30N6PdSeSi at a distorted geometry. The level of theory is ωB97M-V/def2-TZVPD.

Geometry as XYZ:
```
67
Properties=species:S:1:pos:R:3:forces:R:3:lowdin_charge:R:1
Pd -0.12137 0.20007 -0.44968 2.11 0.04 1.98 0.74
C -1.25833 4.28629 -0.84748 -0.04 0.02 -0.01 -0.05
C -2.19050 3.35622 -0.13209 -0.19 0.21 0.10 -0.38
C -3.45455 3.72286 0.29485 0.20 0.14 -0.08 -0.05
C -4.23178 2.76612 0.94199 0.03 -0.25 -0.04 -0.07
C -3.76461 1.48084 1.09881 -0.14 0.27 -0.08 -0.03
C -2.49317 1.15474 0.58826 0.00 -0.11 0.39 -0.49
N -1.72764 2.12139 0.03326 -0.11 -0.22 -0.22 -0.01
N -1.92665 -0.06438 0.63621 -0.14 -0.83 0.29 -0.16
Si -2.71151 -1.53164 0.16718 -0.22 -0.39 0.21 0.42
C -3.28151 -2.46121 1.74108 0.12 0.17 -0.87 -0.18
C -1.49532 -2.63262 -0.84676 -0.14 0.43 0.42 -0.18
C -4.20440 -1.16285 -0.96525 0.49 -0.07 0.51 -0.16
H -1.59869 4.42244 -1.87474 0.05 0.10 -0.08 0.07
H -0.26118 3.84240 -0.86804 -0.01 0.14 -0.01 0.07
H -1.22238 5.26287 -0.37092 0.04 0.09 -0.01 0.08
H -3.81650 4.72445 0.12890 -0.03 0.13 0.04 0.10
H -5.20846 3.03393 1.31790 -0.10 0.02 0.04 0.11
H -4.34280 0.72485 1.60368 -0.09 -0.09 0.08 0.10
H -2.47270 -2.63048 2.44471 0.26 0.02 0.05 0.02
H -3.68951 -3.42719 1.46453 -0.14 -0.31 0.00 0.02
H -4.05930 -1.91617 2.26631 -0.16 0.19 0.05 0.01
H -1.24076 -3.54447 -0.31341 0.05 -0.19 0.12 0.02
H -0.55263 -2.11721 -1.08791 -0.35 -0.22 0.11 -0.02
H -1.94687 -2.92712 -1.78773 -0.22 -0.05 -0.23 0.02
H -4.94507 -0.56136 -0.44992 -0.18 0.13 0.09 0.01
H -4.69539 -2.07059 -1.30064 -0.03 -0.25 -0.05 0.03
H -3.88858 -0.60967 -1.84766 0.11 0.06 -0.14 0.01
Se -1.02163 1.17048 -2.63510 0.36 -0.49 -1.66 1.19
N 0.62875 0.45901 -2.35515 0.25 -0.20 -1.15 -0.31
C 0.70990 -0.66016 -3.13117 -0.50 1.36 0.50 -0.37
C 1.83544 -1.48102 -3.23033 0.70 -0.86 -0.22 -0.02
C 1.80109 -2.56155 -4.08081 0.44 0.76 0.89 -0.05
C 0.65156 -2.86115 -4.82213 -1.19 0.22 -0.43 -0.07
C -0.47093 -2.07204 -4.74775 0.36 -0.91 -0.53 -0.01
C -0.45453 -0.94085 -3.91821 -0.41 0.93 0.46 -0.39
N -1.46779 -0.07074 -3.79304 0.16 -0.25 -0.26 -0.21
H 2.71033 -1.26228 -2.63908 0.07 0.03 0.02 0.10
H 2.67169 -3.19207 -4.17261 0.09 -0.06 0.02 0.11
H 0.66095 -3.72325 -5.47090 -0.07 -0.08 -0.07 0.11
H -1.36025 -2.28503 -5.32164 -0.03 -0.04 -0.05 0.12
N 0.44061 1.38757 1.80033 0.06 0.34 0.45 0.08
C 1.64405 1.80441 2.37148 0.05 0.04 0.10 -0.32
C 2.40506 0.94220 3.16017 -0.10 0.05 -0.09 -0.05
C 3.61137 1.36554 3.68644 -0.02 0.03 -0.05 -0.09
C 4.07158 2.65075 3.44604 0.16 0.00 0.07 -0.11
C 3.32089 3.50779 2.65917 0.04 -0.03 -0.03 -0.10
C 2.12102 3.08917 2.11834 -0.04 -0.07 -0.02 -0.04
H -0.15762 2.15986 1.51308 0.07 -0.44 0.13 0.07
H -0.06259 0.68699 2.33561 -0.01 0.18 -0.22 0.09
H 2.04137 -0.05615 3.35801 -0.02 -0.13 -0.01 0.11
H 4.19734 0.68248 4.28165 0.06 -0.06 0.11 0.10
H 5.00615 2.98369 3.87047 0.10 0.01 0.03 0.10
H 3.67346 4.50855 2.46334 0.04 0.13 -0.02 0.10
H 1.53472 3.75864 1.50383 -0.07 0.08 -0.06 0.10
N 5.53491 -3.99227 1.79530 0.30 -0.23 0.10 0.16
C 4.69572 -3.27822 1.47802 0.47 -0.26 0.17 -0.20
C 3.64149 -2.42135 1.09057 -0.72 0.51 -0.21 -0.24
C 2.33017 -2.78002 1.40711 0.08 0.13 -0.02 -0.02
C 1.27923 -1.98290 0.99155 -0.30 0.15 0.02 -0.10
C 1.51594 -0.83304 0.24279 -1.18 -0.25 -0.43 -0.20
C 2.82610 -0.45724 -0.03391 -0.22 0.43 -0.25 -0.11
C 3.88924 -1.24075 0.39149 -0.13 -0.13 0.07 -0.03
H 2.14072 -3.68275 1.96974 0.01 -0.05 0.03 0.12
H 0.26419 -2.26310 1.25921 0.11 0.01 -0.11 0.09
H 3.03467 0.44794 -0.59568 -0.08 -0.05 0.05 0.11
H 4.90779 -0.94966 0.16837 -0.03 0.01 0.00 0.12
```
Positions in Å, forces in eV/Å.

Computed properties:
Energy above the lowest of the compared OMol25 structures with the same formula, charge and spin: 2.805 eV
F_max: 2.89 eV/Å
Gap between HOMO and LUMO (alpha / beta): 5.35 / 5.36 eV
Molar mass: 664.06 g/mol
Spin multiplicity: 1
Calculated total energy: -4232.270734 a.u.